1.
# C16H19F3N3ORhS

A structure of composition C16H19F3N3ORhS (wB97M-V/def2-TZVPD, OMol25).

Calculated values
- total charge = +2
- E_HOMO (eV) = -15.3
- DFT total energy (eV) = -45399.644

Cartesian coordinates (Å):
Rh -0.1700 0.3325 0.3551
F 3.7467 1.3591 -2.8745
C 3.3470 2.5623 -2.4393
F 3.9668 2.7946 -1.2733
F 3.7220 3.4811 -3.3172
C 1.8485 2.5651 -2.2369
C 0.9965 3.3998 -2.9390
C -0.3769 3.3670 -2.6950
C -0.8712 2.4800 -1.7657
N -0.0337 1.6600 -1.1146
C 1.2868 1.7031 -1.3123
S 2.0101 0.5793 -0.1630
H 1.4078 4.0854 -3.6683
H -1.0524 4.0248 -3.2213
H -1.9247 2.4184 -1.5285
C 1.2290 1.2591 4.4540
N 0.1636 0.2483 4.5659
C -0.2727 -0.1881 5.9063
C -0.3602 -0.2284 3.4698
C -1.4364 -1.2614 3.4724
O 0.0895 0.2056 2.3440
H 1.5664 1.5228 5.4494
H 0.8539 2.1499 3.9544
H 2.0637 0.8585 3.8828
H 0.3300 0.3282 6.6441
H -0.1247 -1.2582 6.0303
H -1.3164 0.0665 6.0767
H -1.8029 -1.5133 4.4604
H -1.0485 -2.1657 3.0004
H -2.2702 -0.8957 2.8719
C -1.6146 -3.9587 -3.9526
C -1.2304 -2.9231 -2.9453
C -0.0307 -2.9863 -2.2414
C 0.2910 -2.0177 -1.3159
N -0.5304 -0.9853 -1.0719
C -1.7002 -0.9044 -1.7350
C -2.0756 -1.8455 -2.6597
H -0.8190 -4.6817 -4.1125
H -1.8617 -3.4892 -4.9056
H -2.5063 -4.4914 -3.6168
H 0.6676 -3.7955 -2.4074
H 1.2155 -2.0576 -0.7590
H -2.3445 -0.0657 -1.5045
H -3.0282 -1.7383 -3.1615

The net atomic charges from Löwdin, expressed in e, are: Rh 1.01; F 0.16; C -0.61; F 0.16; F 0.19; C -0.08; C 0.07; C 0.01; C -0.06; N -0.13; C -0.57; S 0.85; H 0.15; H 0.13; H 0.13; C 0.02; N -0.09; C 0.01; C -0.44; C 0.04; O -0.20; H 0.10; H 0.10; H 0.10; H 0.10; H 0.11; H 0.11; H 0.08; H 0.11; H 0.10; C -0.01; C -0.21; C 0.03; C -0.09; N -0.12; C -0.09; C 0.02; H 0.09; H 0.10; H 0.11; H 0.14; H 0.10; H 0.12; H 0.14


2.
# C4H14NO

A cluster of 3 separate species, C4H14NO in total (wB97M-V/def2-TZVPD, OMol25).

Calculated values
- total charge = +1
- E_HOMO (eV) = -14.8
- DFT total energy (eV) = -7897.334

Cartesian coordinates (Å):
C 2.6194 0.4019 -0.8535
C 3.0467 -0.0033 0.5569
N -1.4641 0.1526 1.3408
C -1.7468 0.7271 0.0220
C -2.7443 -0.0140 -0.8242
H 3.3039 0.1578 -1.7242
H 2.3905 1.5110 -0.9371
H 1.4933 0.0764 -1.0919
H 3.0976 0.7337 1.2060
H 2.2249 -0.6217 0.9495
H 4.0202 -0.3964 0.6705
H -0.9218 -0.7292 1.2249
H -0.7484 0.7335 -0.3962
H -1.8559 1.8172 0.1045
H -3.6993 -0.1872 -0.2730
H -3.0913 0.6193 -1.7473
H -2.2857 -0.9232 -1.1820
H -2.4466 0.0716 1.8958
H 0.0792 -2.0255 -0.2768
O 0.2046 -1.0719 -0.1518

The net atomic charges from Löwdin, expressed in e, are: C -0.07; C -0.11; N 0.20; C -0.32; C -0.06; H 0.11; H 0.11; H 0.11; H 0.02; H 0.07; H 0.08; H 0.09; H 0.08; H 0.15; H 0.10; H 0.14; H 0.07; H 0.20; H 0.07; O -0.03


3.
# C22H25Cl5O3OsS

A structure of composition C22H25Cl5O3OsS (wB97M-V/def2-TZVPD, OMol25).

Calculated values
- total charge = +2
- E_HOMO (spin up / spin down) (eV) = -13.9 / -13.9
- DFT total energy (eV) = -105258.211

Cartesian coordinates (Å):
Os -0.4705 0.7901 -0.2557
Cl -0.9882 1.5153 -3.3427
C -2.2637 0.7583 -2.5106
C -2.0838 0.4460 -1.1032
C -3.1704 -0.2256 -0.4392
Cl -2.9577 -0.7192 1.1720
C -4.3505 -0.4996 -1.0926
Cl -5.6331 -1.2872 -0.2948
C -4.4873 -0.1364 -2.4549
Cl -5.9276 -0.4736 -3.2469
C -3.4420 0.4954 -3.1704
Cl -3.6577 0.9057 -4.8109
C 3.5400 -6.3348 0.3386
C 2.5934 -5.2350 -0.0254
C 1.2385 -5.4895 -0.2051
C 0.3449 -4.4911 -0.5643
C -1.1006 -4.8463 -0.7493
C 0.8483 -3.1754 -0.7085
C 2.2230 -2.8914 -0.5499
C 2.8397 -1.5413 -0.8066
C 3.0649 -3.9348 -0.2163
C -0.1283 -2.1454 -1.0044
O -1.1517 -2.1403 -1.5889
O 0.2019 -0.8391 -0.3240
H 3.0245 -7.2871 0.4373
H 4.0402 -6.1143 1.2827
H 4.3116 -6.4402 -0.4251
H 0.8701 -6.4975 -0.0676
H -1.2602 -5.8766 -0.4409
H -1.4023 -4.7507 -1.7918
H -1.7575 -4.2139 -0.1505
H 2.2824 -0.9449 -1.5267
H 3.8407 -1.6769 -1.2135
H 2.9370 -0.9682 0.1182
H 4.1270 -3.7418 -0.1244
C 0.9938 1.3897 3.0789
C 1.2048 2.8805 3.2737
C 0.3743 3.7536 2.3396
S 0.8462 3.4713 0.6175
O -0.4234 2.6896 -0.0037
C 0.7162 5.0649 -0.2161
C -0.6767 5.6654 -0.3777
C -1.3015 6.2440 0.8812
H 1.5529 0.8260 3.8237
H 1.3705 1.0496 2.1041
H -0.0579 1.1105 3.1572
H 2.2619 3.1328 3.1620
H 0.9342 3.1796 4.2883
H 0.5317 4.8177 2.5201
H -0.6987 3.5592 2.3928
H 1.1905 4.8793 -1.1815
H 1.3992 5.6975 0.3612
H -1.3329 4.9276 -0.8427
H -0.5497 6.4534 -1.1236
H -1.6258 5.4765 1.5830
H -2.1866 6.8205 0.6192
H -0.6181 6.9184 1.3992

The net atomic charges from Löwdin, expressed in e, are: Os 1.50; Cl 0.79; C -0.67; C -0.45; C -0.69; Cl 0.79; C -0.70; Cl 0.78; C -0.64; Cl 0.86; C -0.70; Cl 0.78; C -0.02; C -0.22; C 0.02; C -0.17; C -0.02; C -0.07; C -0.18; C -0.03; C 0.01; C -0.35; O 0.17; O -0.31; H 0.09; H 0.10; H 0.10; H 0.13; H 0.09; H 0.10; H 0.09; H 0.07; H 0.10; H 0.09; H 0.13; C -0.11; C -0.28; C -0.32; S 1.10; O -0.69; C -0.31; C -0.26; C -0.08; H 0.09; H 0.04; H 0.08; H 0.12; H 0.13; H 0.10; H 0.11; H 0.10; H 0.12; H 0.11; H 0.13; H 0.06; H 0.09; H 0.09


4.
# C3H6O2S2

An isolated molecule of C3H6O2S2 (wB97M-V/def2-TZVPD, OMol25).

Calculated values
- SMILES = CC[C@H]1SS1(=O)=O
- total charge = 0
- E_HOMO (eV) = -10.0
- DFT total energy (eV) = -28971.301

Cartesian coordinates (Å):
C 0.8148 -0.6221 -0.2685
C -0.4402 0.2223 -0.4461
C -0.7189 0.9940 0.9705
S -1.6658 2.7019 1.0106
S -2.4102 0.8099 1.5406
O -2.6225 0.5402 2.9215
O -3.1502 0.0861 0.5550
H 1.0902 -0.8420 -1.3079
H 0.7074 -1.5603 0.2019
H 1.5335 -0.1109 0.2930
H -1.4844 -0.2556 -0.5852
H -0.3758 1.0464 -1.1850
H 0.0384 1.0452 1.6819

The net atomic charges from Löwdin, expressed in e, are: C -0.10; C -0.23; C -0.55; S 0.66; S 0.42; O -0.33; O -0.34; H 0.08; H 0.06; H 0.05; H 0.11; H 0.11; H 0.05


5.
# C24H33O4Si

A cluster of 2 separate species, C24H33O4Si in total (wB97M-V/def2-TZVPD, OMol25).

Calculated values
- total charge = +1
- E_HOMO (eV) = -9.4
- DFT total energy (eV) = -41484.677

Cartesian coordinates (Å):
C -2.3460 -0.3094 2.2032
C -1.1029 -0.6872 1.5593
C -0.8129 -1.9401 0.8731
C -0.1506 0.3017 1.3781
O 1.0047 0.0229 0.8000
Si 2.5198 0.7472 1.2600
C 3.7649 0.0039 0.0972
C 2.4684 2.5943 1.0503
C 2.7299 0.1927 3.0208
O -0.3569 1.5539 1.7887
C -0.8555 2.5455 0.8191
H -2.9691 -1.1969 2.3741
H -2.1395 0.1549 3.1804
H -2.9302 0.4151 1.6067
H -1.6455 -2.6412 0.9866
H -0.6417 -1.7985 -0.2060
H 0.0893 -2.4216 1.2764
H 4.7697 0.3674 0.3608
H 3.7709 -1.0925 0.1573
H 3.5629 0.2892 -0.9442
H 3.4684 2.9764 1.3095
H 2.2605 2.8851 0.0117
H 1.7397 3.0882 1.7064
H 3.6653 0.6030 3.4290
H 1.8966 0.5331 3.6523
H 2.7791 -0.9039 3.0799
H -0.8114 3.5010 1.3462
H -0.2173 2.5763 -0.0755
H -1.8872 2.2930 0.5446
C -0.4955 -3.7096 10.2303
O -0.2149 -2.7652 9.1743
C -1.2265 -2.3620 8.3644
C -0.8618 -1.5762 7.2396
C -1.7948 -1.2696 6.2837
C -3.1527 -1.7125 6.3843
C -4.0267 -1.4579 5.2945
C -5.3166 -2.0279 5.1037
C -6.2144 -1.3809 4.1979
C -7.4894 -1.8691 4.0021
C -7.9230 -3.0078 4.7276
O -9.2220 -3.3443 4.5076
C -9.7686 -2.3544 3.5481
C -8.6294 -1.4091 3.1487
C -7.0596 -3.6971 5.5960
C -5.7705 -3.2375 5.7390
C -3.5269 -2.3498 7.6112
C -2.5894 -2.7048 8.5638
H 0.4803 -3.8852 10.6826
H -1.1869 -3.2829 10.9696
H -0.9038 -4.6487 9.8309
H 0.1774 -1.2625 7.1545
H -1.5051 -0.6913 5.4055
H -3.7484 -0.6473 4.6234
H -5.8945 -0.4785 3.6746
H -10.1733 -2.9150 2.6969
H -10.5847 -1.8229 4.0546
H -8.8928 -0.3640 3.3388
H -8.4025 -1.5161 2.0812
H -7.4430 -4.5676 6.1211
H -5.0782 -3.8098 6.3525
H -4.5738 -2.5646 7.8181
H -2.8859 -3.2582 9.4602

The net atomic charges from Löwdin, expressed in e, are: C -0.08; C -0.29; C -0.07; C -0.46; O -0.08; Si 0.49; C -0.16; C -0.16; C -0.15; O -0.11; C -0.01; H 0.07; H 0.07; H 0.09; H 0.08; H 0.09; H 0.09; H 0.04; H 0.04; H 0.04; H 0.04; H 0.04; H 0.03; H 0.04; H 0.04; H 0.04; H 0.10; H 0.09; H 0.09; C -0.04; O -0.05; C -0.22; C 0.03; C 0.01; C -0.19; C 0.10; C -0.18; C 0.06; C -0.13; C -0.18; O 0.03; C -0.09; C -0.08; C 0.04; C 0.01; C 0.00; C 0.02; H 0.10; H 0.10; H 0.11; H 0.13; H 0.12; H 0.11; H 0.14; H 0.13; H 0.13; H 0.13; H 0.13; H 0.13; H 0.11; H 0.12; H 0.12


6.
# C63H56AsBrCl2N5ORbS5

A structure of composition C63H56AsBrCl2N5ORbS5 (wB97M-V/def2-TZVPD, OMol25).

Calculated values
- total charge = -2
- E_HOMO (eV) = -1.5
- DFT total energy (eV) = -286498.786

Cartesian coordinates (Å):
Rb -0.2680 -0.8845 -0.5724
S 0.0909 -2.5482 2.3081
C -1.1802 -3.7158 2.3468
C -0.8918 -5.0498 2.7214
C -1.8535 -6.0334 2.7967
C -3.1879 -5.7496 2.5056
C -3.5086 -4.4593 2.1218
C -2.5391 -3.4594 2.0290
S -3.0723 -1.9246 1.3112
C -3.2513 -0.7716 2.7020
C -2.0071 -0.0131 3.0775
C -1.4780 -0.0925 4.3552
C -0.3169 0.6090 4.6288
C 0.2644 1.3672 3.6322
C -0.3447 1.4141 2.3775
C 0.2161 2.2368 1.2427
S 2.0208 1.9999 1.2430
C 2.8711 2.9644 0.0113
C 4.3422 2.6801 0.2184
C 5.3484 3.4927 -0.6401
C 4.7276 4.3835 -1.6610
C 3.4117 4.5371 -1.7446
C 2.4058 3.8833 -0.8628
S 0.7821 4.4569 -1.0981
N -1.4632 0.7349 2.1167
H 0.1416 -5.2862 2.9444
H -1.5589 -7.0393 3.0780
H -3.9530 -6.5137 2.5678
H -4.5299 -4.2017 1.8643
H -3.6550 -1.3115 3.5585
H -4.0114 -0.0571 2.3754
H -1.9393 -0.7325 5.0959
H 0.1468 0.5442 5.6058
H 1.1864 1.9083 3.7959
H -0.0230 3.2938 1.3488
H -0.2453 1.9098 0.3136
H 4.5644 2.8117 1.2859
H 6.0510 4.0676 -0.0279
H 5.3801 4.9068 -2.3542
H 2.9807 5.1960 -2.4897
Cl 1.0163 0.9939 -2.4883
C 1.6848 1.1916 -4.0771
C 1.9569 2.4984 -4.4394
C 2.4312 2.7597 -5.7167
C 2.6150 1.7023 -6.5949
C 2.3323 0.4063 -6.1939
Cl 2.5918 -0.8516 -7.3821
C 1.8461 0.0659 -4.9141
S 1.4673 -1.5500 -4.4242
H 1.7734 3.2842 -3.7149
H 2.6523 3.7746 -6.0218
H 2.9792 1.8678 -7.6006
C 5.5438 -4.6892 -1.9643
C 6.0300 -4.1060 -0.8003
C 5.3360 -3.0695 -0.1934
C 4.1389 -2.6044 -0.7358
C 3.6647 -3.1896 -1.9072
C 4.3628 -4.2234 -2.5211
As 3.1069 -1.0726 -0.0368
C 3.7467 -1.1977 1.8189
C 3.5260 -2.4254 2.4438
C 3.8509 -2.6224 3.7770
C 4.4032 -1.5899 4.5203
C 4.6062 -0.3568 3.9195
C 4.2721 -0.1606 2.5850
C 4.1943 0.2957 -0.9459
C 5.0184 1.3391 -0.2640
C 5.9886 2.1684 -1.1673
C 5.8711 1.9322 -2.6367
C 4.9996 1.0607 -3.1378
C 4.1735 0.2078 -2.2777
H 6.0910 -5.4960 -2.4383
H 6.9601 -4.4563 -0.3667
H 5.7300 -2.6231 0.7113
H 2.7617 -2.8152 -2.3810
H 3.9767 -4.6471 -3.4404
H 3.0613 -3.2346 1.8946
H 3.6428 -3.5806 4.2371
H 4.6548 -1.7397 5.5639
H 5.0122 0.4708 4.4900
H 4.4034 0.8256 2.1688
H 5.5672 0.8702 0.5540
H 7.0331 2.0779 -0.8505
H 6.4970 2.5156 -3.3050
H 4.9019 0.9312 -4.2105
H 3.5615 -0.5356 -2.7818
C -1.8791 -0.3055 -6.2780
C -1.3940 0.9071 -5.4988
N -2.2583 2.0772 -5.6826
C -2.1101 2.7732 -6.9561
C -1.1341 3.9341 -6.8272
C -3.1772 2.5545 -4.8122
O -4.0053 3.4054 -5.1357
C -3.1642 2.0550 -3.3980
C -4.3669 1.6679 -2.8196
C -4.3735 1.2792 -1.4911
C -3.1726 1.2862 -0.7936
N -2.0227 1.6896 -1.3272
C -2.0315 2.0886 -2.5952
H -1.1505 -1.1108 -6.1629
H -1.9908 -0.0902 -7.3430
H -2.8440 -0.6474 -5.8940
H -0.3850 1.1862 -5.8143
H -1.3245 0.6461 -4.4468
H -3.0888 3.1241 -7.2797
H -1.7506 2.0478 -7.6866
H -1.5193 4.6678 -6.1184
H -0.9831 4.4283 -7.7897
H -0.1651 3.5829 -6.4668
H -5.2722 1.6921 -3.4132
H -5.2855 0.9661 -0.9979
H -3.1115 0.9634 0.2419
H -1.0892 2.4839 -2.9611
C -0.0051 -6.6475 -0.8771
C 0.9665 -5.6617 -0.8218
C 0.5564 -4.3378 -0.7518
N -0.7184 -3.9634 -0.7482
C -1.6418 -4.9182 -0.8083
C -1.3390 -6.2703 -0.8684
H 0.2709 -7.6944 -0.9224
H 2.0240 -5.8920 -0.8318
H 1.2953 -3.5484 -0.6791
H -2.6752 -4.5878 -0.7924
H -2.1368 -7.0007 -0.8969
Br -4.6969 -5.5537 -4.2072
C -3.7778 -4.0045 -3.6046
C -2.5170 -3.7198 -4.0883
C -1.8800 -2.5881 -3.5940
N -2.4230 -1.7767 -2.6882
C -3.6419 -2.0724 -2.2464
C -4.3696 -3.1765 -2.6691
H -2.0269 -4.3479 -4.8180
H -0.8810 -2.3217 -3.9347
H -4.0628 -1.4094 -1.5008
H -5.3503 -3.3799 -2.2634

Atomic partial charges in e from the Löwdin method, atoms 1 to 99: Rb 0.38; S 0.53; C -0.75; C -0.15; C -0.12; C -0.13; C -0.16; C -0.56; S 0.87; C -0.40; C -0.38; C -0.06; C -0.06; C -0.05; C -0.34; C -0.42; S 0.96; C -0.52; C -0.24; C -0.20; C -0.08; C -0.15; C -0.78; S 0.44; N 0.14; H 0.09; H 0.09; H 0.08; H 0.09; H 0.08; H 0.07; H 0.11; H 0.10; H 0.09; H 0.06; H 0.01; H 0.11; H 0.13; H 0.10; H 0.07; Cl 0.65; C -0.66; C -0.12; C -0.12; C -0.15; C -0.70; Cl 0.59; C -0.80; S 0.52; H 0.07; H 0.10; H 0.09; C -0.11; C -0.10; C -0.10; C -0.37; C -0.15; C -0.09; As 1.29; C -0.38; C -0.17; C -0.09; C -0.11; C -0.10; C -0.12; C -0.33; C -0.21; C -0.19; C -0.07; C -0.06; C -0.14; H 0.09; H 0.09; H 0.10; H 0.03; H 0.10; H 0.08; H 0.10; H 0.09; H 0.09; H 0.05; H 0.12; H 0.13; H 0.10; H 0.10; H 0.05; C -0.06; C -0.19; N -0.04; C -0.20; C -0.06; C -0.42; O 0.04; C -0.11; C -0.01; C -0.07; C -0.15; N 0.07; C -0.11


7.
# C5H20O7

A cluster of 6 separate species, C5H20O7 in total (wB97M-V/def2-TZVPD, OMol25).

Calculated values
- SMILES = O=CCCCCO.O.O.O.O.O
- total charge = 0
- E_HOMO (eV) = -9.6
- DFT total energy (eV) = -19839.107

Cartesian coordinates (Å):
O -0.1027 3.8113 0.7076
C 0.4522 2.8080 1.1100
C 1.8919 2.6518 0.5388
C 2.0252 1.5003 -0.4875
C 0.7500 1.5387 -1.4347
C 0.3230 0.1889 -2.0748
O -0.9442 0.1582 -2.6273
H -0.1411 1.9568 1.4830
H 1.9639 3.5446 -0.1059
H 2.6961 2.6791 1.2513
H 3.1259 1.6651 -0.8789
H 1.9963 0.5223 0.0443
H 1.0476 2.1793 -2.3222
H -0.1751 1.8039 -0.8251
H 1.0385 -0.1606 -3.0281
H 0.3839 -0.6732 -1.3669
H -1.0545 0.7757 -3.3440
O -2.5814 -1.7160 -2.0883
H -1.9445 -1.2434 -2.7828
H -2.4553 -0.9678 -1.4586
O 0.5058 -3.0380 1.6201
H 0.5327 -3.1930 0.6989
H -0.4431 -3.2368 1.7348
O -0.4148 -0.2101 1.0317
H -0.3720 -0.0688 2.0835
H 0.1508 -1.0617 0.9213
O -0.6360 -1.1492 3.7305
H -0.0280 -1.8744 3.9969
H -0.9451 -1.4639 2.9870
O -2.0074 -2.7481 0.6100
H -2.5136 -3.2406 -0.0552
H -2.1253 -1.7383 0.3304

The net atomic charges from Löwdin, expressed in e, are: O 0.02; C -0.23; C -0.17; C -0.20; C -0.16; C -0.29; O -0.11; H 0.10; H 0.11; H 0.10; H 0.14; H 0.09; H 0.13; H 0.12; H 0.17; H 0.11; H 0.11; O -0.14; H 0.08; H 0.02; O -0.06; H 0.02; H 0.03; O -0.15; H 0.10; H 0.06; O 0.01; H 0.09; H -0.10; O -0.11; H 0.05; H 0.09


8.
# C6H16N

A structure of composition C6H16N (wB97M-V/def2-TZVPD, OMol25).

Calculated values
- total charge = +1
- E_HOMO (eV) = -14.9
- DFT total energy (eV) = -7960.080

Cartesian coordinates (Å):
C 2.1306 -1.1992 0.4239
C 0.6162 -0.8950 0.4168
C 0.1007 0.4809 0.4118
C -1.1580 0.7633 -0.2921
C -2.3918 1.1767 0.5883
C -0.8187 2.0573 -1.1362
N -0.0212 -2.0998 1.0978
H 2.5046 -1.0432 1.4684
H 2.5946 -0.4165 -0.2237
H 2.2732 -2.2690 0.1954
H 0.1790 -1.1945 -0.5380
H 2.7553 -1.5123 -2.1136
H 0.3091 1.1313 1.2610
H -1.4344 -0.0344 -1.0111
H -2.1452 1.3955 1.6296
H -2.6816 2.1594 0.1967
H -3.2923 0.5478 0.4333
H -0.0233 1.7620 -1.8604
H -0.4032 2.8191 -0.4558
H -1.6660 2.3545 -1.7427
H 0.2464 -1.9817 2.0820
H 3.3660 -1.9614 -1.8253
H -1.0400 -2.0408 0.9942

The net atomic charges from Löwdin, expressed in e, are: C -0.09; C -0.42; C 0.20; C -0.36; C -0.01; C -0.02; N 0.12; H 0.10; H 0.07; H 0.08; H 0.13; H 0.05; H 0.16; H 0.15; H 0.09; H 0.08; H 0.11; H 0.10; H 0.10; H 0.10; H 0.10; H 0.06; H 0.10


For reference, strongest force on any atom by record: 0.53 5.14 1.19 3.96 4.55 0.69 7.36 5.09 eV Å⁻¹.